Computed, not measured: a molecular structure, C19H27AsN2OsS2 in a non-equilibrium geometry, with ωB97M-V/def2-TZVPD.

## Properties
Frontier orbital gap, eV: 6.706

```
! wB97M-V def2-TZVPD RIJCOSX def2/J DEFGRID3
* xyz 2 1
Os 0.468 -0.613 -0.205
C 0.290 2.513 -1.015
N -0.614 1.385 -0.673
C -1.333 1.710 0.595
C -1.759 0.460 1.325
N -0.554 -0.370 1.625
C 0.315 0.320 2.646
C -0.867 -1.701 2.181
C -1.965 -1.930 2.988
C -2.121 -3.189 3.559
C -1.184 -4.186 3.337
C -0.083 -3.949 2.526
C 0.067 -2.701 1.939
S 1.394 -2.335 0.816
C -1.584 1.240 -1.775
C -2.404 2.284 -2.173
C -3.269 2.106 -3.246
C -3.325 0.897 -3.925
C -2.514 -0.153 -3.528
C -1.651 0.037 -2.456
S -0.677 -1.283 -1.830
H -0.250 3.460 -1.020
H 1.088 2.573 -0.276
H 0.702 2.341 -2.004
H -0.657 2.297 1.215
H -2.202 2.339 0.396
H -2.259 0.741 2.253
H -2.445 -0.151 0.736
H -0.297 0.532 3.523
H 1.125 -0.350 2.916
H 0.729 1.241 2.245
H -2.697 -1.160 3.189
H -2.978 -3.382 4.190
H -1.313 -5.160 3.788
H 0.640 -4.731 2.335
H -2.385 3.241 -1.668
H -3.904 2.926 -3.553
H -4.004 0.772 -4.757
H -2.553 -1.110 -4.032
C 3.679 1.002 0.677
As 2.821 0.074 -0.779
C 3.916 -1.478 -1.112
C 3.116 1.160 -2.347
H 4.702 1.236 0.384
H 3.689 0.355 1.552
H 3.152 1.927 0.906
H 4.895 -1.143 -1.453
H 3.450 -2.088 -1.883
H 4.028 -2.063 -0.202
H 4.175 1.075 -2.589
H 2.880 2.203 -2.163
H 2.526 0.778 -3.178
*
```

Which charges does Löwdin predict for the atoms? In e, they are: 0.693, -0.060, -0.268, -0.147, -0.140, -0.303, -0.019, -0.295, 0.000, -0.028, -0.033, -0.063, -0.541, 0.673, -0.285, -0.004, -0.017, -0.029, -0.062, -0.528, 0.774, 0.107, 0.075, 0.088, 0.121, 0.140, 0.139, 0.144, 0.122, 0.091, 0.079, 0.121, 0.124, 0.126, 0.122, 0.126, 0.127, 0.127, 0.123, -0.248, 0.966, -0.277, -0.247, 0.057, 0.041, 0.030, 0.055, 0.050, 0.018, 0.054, 0.032, 0.049

Computed, not measured: a molecular structure, C19H27AuClN5OS, with ωB97M-V/def2-TZVPD.

## Properties
Frontier orbital gap (spin up / spin down), eV: 7.132 / 2.231
⟨S²⟩: 2.01

```
! wB97M-V def2-TZVPD RIJCOSX def2/J DEFGRID3
* xyz 2 3
Au 1.315 -0.821 1.630
C 3.366 -2.156 3.316
C 4.292 -1.676 2.205
N 3.533 -1.136 1.049
C 4.046 0.120 0.461
C 3.883 1.316 1.382
S 2.156 1.539 1.927
C 2.184 1.363 3.739
C 2.880 0.110 4.235
N 2.349 -1.120 3.600
H 2.835 -3.053 2.995
H 3.945 -2.406 4.206
H 4.973 -0.905 2.559
H 4.906 -2.517 1.883
H 3.460 -1.841 0.319
H 5.106 0.021 0.209
H 3.503 0.291 -0.468
H 4.523 1.281 2.263
H 4.140 2.219 0.829
H 2.644 2.260 4.156
H 1.125 1.375 4.002
H 3.946 0.174 4.033
H 2.773 0.056 5.319
H 1.613 -1.527 4.174
C -4.877 3.405 -0.708
C -4.465 2.196 -1.511
C -4.079 1.013 -0.903
C -3.719 -0.111 -1.642
C -3.731 -0.067 -3.025
N -3.380 -1.175 -3.843
C -2.868 -2.391 -3.477
O -3.201 -3.435 -3.975
N -1.886 -2.383 -2.467
C -1.048 -1.364 -2.057
C -0.753 -0.230 -2.817
C 0.079 0.740 -2.292
C 0.634 0.566 -1.042
N 0.385 -0.543 -0.325
C -0.438 -1.483 -0.812
C -4.120 1.110 -3.649
C -4.483 2.218 -2.902
H -5.021 3.158 0.342
H -5.805 3.831 -1.090
H -4.124 4.194 -0.769
H -4.093 0.948 0.180
H -3.490 -1.038 -1.125
H -3.839 -1.232 -4.740
H -1.703 -3.310 -2.116
H -1.172 -0.116 -3.806
H 0.305 1.636 -2.855
H 1.267 1.323 -0.601
H -0.621 -2.349 -0.192
H -4.149 1.152 -4.734
H -4.796 3.122 -3.413
Cl -0.302 -2.353 2.342
*
```

Which charges does Löwdin predict for the atoms? In e, they are: 0.839, -0.164, -0.144, -0.088, -0.228, -0.369, 0.979, -0.385, -0.214, -0.166, 0.123, 0.147, 0.119, 0.148, 0.147, 0.148, 0.117, 0.090, 0.104, 0.109, 0.098, 0.108, 0.150, 0.101, -0.042, -0.274, -0.035, -0.035, -0.262, 0.136, -0.508, 0.126, 0.147, -0.218, 0.044, -0.004, -0.151, -0.095, -0.084, -0.013, -0.027, 0.076, 0.087, 0.084, 0.113, 0.115, 0.162, 0.161, 0.134, 0.130, 0.069, 0.058, 0.123, 0.124, 0.088